No. 1
C4H5NS as an isolated structure, computed with ωB97M-V with the def2-TZVPD basis set.

Spin multiplicity = 1
Kohn-Sham gap = 9.872 eV
E_HOMO = -0.3388 hartree
LUMO level = 0.7 eV
Energy relative to the best compared isomer or geometry (same formula, charge and spin) = 280.31 kJ/mol

Last column: Mulliken charge in e.
Geometry (Å):
C  -1.545  0.436  1.336  0.13
C  0.106  -1.109  -0.587  -0.57
C  0.036  0.177  -0.836  -0.09
C  -0.557  1.275  0.714  -0.16
N  -2.225  -0.220  1.987  -0.39
S  0.893  1.667  1.644  -0.17
H  0.086  -1.940  -1.342  0.23
H  0.122  -1.536  0.389  0.24
H  -0.104  0.620  -1.809  0.31
H  -1.122  2.140  0.261  0.31
H  1.129  0.531  2.349  0.16

No. 2
C52H57N7O7PRb as an isolated structure, computed with ωB97M-V with the def2-TZVPD basis set.

Spin multiplicity = 1
Kohn-Sham gap = 5.290 eV
E_HOMO = -0.0722 hartree
LUMO level = 3.3 eV
Net charge = -2

Last column: Mulliken charge in e.
Geometry (Å):
Rb  -1.446  0.335  0.195  -0.03
O  -1.958  -2.063  -6.607  -0.78
C  -1.596  -1.741  -5.435  -0.16
N  -2.443  -1.600  -4.380  -0.25
C  -3.685  -1.192  -4.643  -0.17
O  -4.130  -0.459  -5.515  -0.69
C  -4.701  -1.611  -3.665  0.65
C  -6.020  -1.610  -4.166  -0.62
C  -7.128  -2.038  -3.420  -0.32
C  -6.912  -2.295  -2.095  -0.82
C  -5.599  -2.241  -1.659  -0.31
N  -4.547  -1.978  -2.374  -0.24
C  -0.166  -1.690  -5.263  0.69
C  0.683  -2.013  -6.344  -0.77
C  2.056  -2.058  -6.162  -0.44
C  2.557  -1.362  -5.077  -0.59
C  1.687  -1.188  -4.056  -0.16
N  0.341  -1.316  -4.106  0.06
H  -6.098  -1.291  -5.182  0.47
H  -8.086  -2.247  -3.971  0.30
H  -7.646  -2.583  -1.404  0.44
H  -5.290  -2.500  -0.658  0.57
H  0.367  -2.189  -7.335  0.46
H  2.730  -2.511  -6.958  0.30
H  3.649  -1.015  -5.035  0.32
H  2.070  -0.794  -3.094  0.60
O  0.999  2.343  0.290  0.54
C  2.263  3.010  0.135  0.34
C  3.175  2.226  -0.838  -1.13
C  3.636  0.878  -0.418  0.31
C  4.872  0.689  0.221  -0.36
C  5.242  -0.613  0.522  -1.25
C  4.381  -1.625  0.189  -0.50
C  3.093  -1.337  -0.371  -0.75
C  1.959  -2.346  -0.352  -0.32
C  1.722  -2.903  1.141  2.68
O  1.950  -1.925  2.064  -0.82
C  2.767  -4.034  1.452  -0.37
C  2.726  -5.298  0.848  -0.20
C  3.599  -6.332  1.204  -0.76
C  4.578  -6.020  2.102  -0.45
C  4.528  -4.843  2.866  -0.36
C  3.614  -3.912  2.575  -0.25
C  0.395  -3.508  1.350  -0.75
C  -0.135  -3.733  2.623  -0.04
C  -1.363  -4.315  2.867  -0.71
C  -2.165  -4.699  1.817  -0.71
C  -1.674  -4.486  0.519  -0.64
C  -0.417  -3.974  0.272  0.02
N  2.851  -0.097  -0.842  0.15
C  1.959  4.362  -0.577  0.66
C  2.324  5.622  -0.080  -0.06
C  2.325  6.726  -1.056  -0.94
C  1.846  6.575  -2.316  -0.63
C  1.364  5.311  -2.719  -0.42
C  1.415  4.229  -1.876  -0.37
C  3.010  3.035  1.444  -0.06
C  4.056  3.931  1.648  -0.20
C  4.793  3.952  2.894  -1.11
C  4.271  3.307  3.984  -0.50
C  3.181  2.410  3.833  -0.50
C  2.625  2.257  2.615  0.12
H  4.079  2.873  -0.965  0.32
H  2.699  2.080  -1.802  0.92
H  5.486  1.498  0.711  0.24
H  6.139  -0.820  1.112  0.34
H  4.689  -2.645  0.258  0.70
H  2.127  -3.128  -1.081  0.53
H  1.064  -1.800  -0.696  0.02
H  2.059  -5.488  -0.007  0.27
H  3.540  -7.277  0.667  0.38
H  5.373  -6.790  2.296  0.26
H  5.204  -4.626  3.746  0.28
H  3.506  -2.978  3.154  0.17
H  0.378  -3.343  3.499  0.33
H  -1.616  -4.362  3.921  0.40
H  -3.130  -5.138  1.983  0.42
H  -2.264  -4.843  -0.335  0.34
H  -0.051  -3.844  -0.720  0.30
H  2.604  5.779  0.935  0.67
H  2.859  7.577  -0.682  0.39
H  1.864  7.473  -2.928  0.36
H  0.875  5.205  -3.750  0.25
H  1.080  3.205  -2.209  0.02
H  4.462  4.289  0.673  0.37
H  5.611  4.677  2.937  0.37
H  4.815  3.280  4.964  0.25
H  2.777  1.869  4.661  0.47
H  1.699  1.621  2.535  0.29
O  -1.816  -1.861  -1.717  -0.14
H  -1.836  -1.909  -2.735  0.32
H  -2.843  -1.995  -1.720  0.55
O  0.160  -0.234  2.839  -0.30
H  0.360  -0.324  3.782  0.17
H  0.986  -0.865  2.460  0.06
N  -2.189  1.737  -3.297  -0.70
H  -1.874  0.769  -3.270  0.27
H  -2.414  2.050  -2.383  0.33
H  -1.331  2.315  -3.470  0.22
C  -3.417  -1.132  5.657  -0.82
N  -3.864  -0.724  4.305  0.26
C  -5.206  -0.680  3.739  -0.44
C  -4.939  -0.168  2.504  -0.82
N  -3.598  0.251  2.293  0.08
C  -3.022  -0.188  3.411  0.65
H  -3.916  -0.530  6.476  0.31
H  -2.308  -0.863  5.701  0.25
H  -3.605  -2.216  5.861  0.29
H  -5.962  -1.226  4.303  0.38
H  -5.603  0.175  1.753  0.50
H  -1.927  -0.268  3.599  -0.50
C  -2.337  5.770  0.071  -1.32
P  -2.419  4.109  0.805  1.22
C  -0.854  4.029  1.697  -1.37
C  -3.793  3.829  1.916  -0.68
O  -2.545  2.990  -0.246  -0.66
H  -2.934  5.662  -0.796  0.36
H  -1.324  6.258  -0.166  0.21
H  -2.891  6.478  0.741  0.38
H  -0.316  4.990  1.814  0.29
H  0.237  2.967  0.713  -0.01
H  -0.867  3.403  2.580  0.39
H  -3.647  4.448  2.822  0.31
H  -3.896  2.805  2.202  -0.12
H  -4.638  4.187  1.255  0.29

No. 3
An isolated ion of composition C6H16Cl2NSi2 and charge +1, computed with ωB97M-V with the def2-TZVPD basis set.

Spin multiplicity = 1
Kohn-Sham gap = 7.156 eV
E_HOMO = -0.4176 hartree
LUMO level = -4.2 eV
Energy relative to the best compared isomer or geometry (same formula, charge and spin) = 0.00 kJ/mol
Net charge = +1

Last column: Mulliken charge in e.
Geometry (Å):
C  2.889  -0.512  2.752  -0.86
C  0.833  0.001  0.799  -0.71
C  -2.186  1.849  -0.819  -1.47
C  -0.143  -0.631  -2.233  -1.39
C  -0.901  1.419  -0.241  -0.45
C  -0.797  -0.878  -0.893  -0.68
N  -0.509  0.084  0.224  0.28
Si  1.343  -1.300  1.915  0.20
Si  2.714  1.368  2.874  0.76
Cl  1.637  2.255  4.359  -0.13
Cl  3.926  2.770  2.064  -0.11
H  2.895  -0.869  3.902  0.32
H  3.858  -0.769  2.504  0.52
H  1.701  0.327  0.116  0.39
H  -2.459  1.238  -1.605  0.38
H  -2.990  1.847  -0.102  0.38
H  -2.115  2.874  -1.015  0.42
H  -0.734  -1.168  -3.016  0.40
H  -0.321  0.298  -2.572  0.43
H  0.816  -0.994  -2.363  0.38
H  -0.604  2.126  0.506  0.53
H  -0.113  1.702  -1.062  0.36
H  -0.469  -1.836  -0.739  0.30
H  -1.799  -0.819  -1.174  0.60
H  -1.055  -0.468  0.959  0.37
H  1.717  -2.643  1.328  -0.12
H  0.389  -1.301  3.122  -0.11

No. 4
One molecule with the formula C3H6BrF, computed with ωB97M-V with the def2-TZVPD basis set.

SMILES = CC(C)(F)Br
Spin multiplicity = 1
Kohn-Sham gap = 11.013 eV
E_HOMO = -0.3737 hartree
LUMO level = 0.8 eV
Energy relative to the best compared isomer or geometry (same formula, charge and spin) = 45.47 kJ/mol

Last column: Mulliken charge in e.
Geometry (Å):
C  -0.255  -0.156  -1.359  -1.06
C  0.364  0.313  0.012  0.67
C  -0.298  -0.148  1.206  -1.24
F  0.502  1.684  -0.014  -0.26
Br  2.273  -0.431  -0.039  -0.22
H  0.022  0.574  -2.043  0.39
H  -0.062  -1.290  -1.394  0.36
H  -1.318  -0.037  -1.086  0.26
H  0.205  0.453  1.998  0.34
H  -0.113  -1.115  1.542  0.41
H  -1.321  0.153  1.175  0.35

No. 5
C20H24F6MgN5O12S as an isolated structure, computed with ωB97M-V with the def2-TZVPD basis set.

Spin multiplicity = 1
Kohn-Sham gap = 8.740 eV
E_HOMO = -0.4628 hartree
LUMO level = -3.9 eV
Energy relative to the best compared isomer or geometry (same formula, charge and spin) = 0.00 kJ/mol
Net charge = +1

Last column: Mulliken charge in e.
Geometry (Å):
Mg  2.397  -2.528  -2.749  0.65
C  -0.724  0.319  -1.124  0.47
F  -0.489  0.953  -2.289  -0.25
F  -0.961  1.176  -0.138  -0.05
F  -1.768  -0.499  -1.318  -0.22
S  0.802  -0.622  -0.608  0.93
O  0.436  -1.355  0.579  -0.59
O  1.128  -1.543  -1.719  -0.38
O  1.792  0.406  -0.437  -0.53
C  1.727  3.843  0.747  -0.04
C  0.207  3.864  0.763  0.58
O  -0.126  5.178  1.092  -0.40
C  0.957  5.752  1.672  0.45
O  0.982  6.808  2.192  -0.49
O  2.049  4.924  1.606  -0.37
F  -0.300  2.959  1.650  -0.18
H  2.037  3.985  -0.294  0.23
H  2.123  2.892  1.096  0.09
H  -0.133  3.551  -0.225  0.12
C  1.209  -0.598  4.064  -0.34
C  1.119  0.614  3.147  1.07
O  2.490  0.750  2.759  -0.28
C  3.085  -0.442  2.828  0.63
O  4.169  -0.708  2.386  -0.59
O  2.293  -1.319  3.458  -0.32
F  0.622  1.684  3.804  -0.29
H  0.303  -1.194  3.957  0.24
H  1.443  -0.399  5.108  0.32
H  0.502  0.463  2.258  -0.43
C  -3.868  1.030  0.880  0.38
C  -3.815  2.343  1.674  0.68
O  -3.187  1.948  2.857  -0.35
C  -3.200  0.606  3.003  0.71
O  -2.858  0.047  3.989  -0.54
O  -3.599  0.033  1.867  -0.35
F  -5.090  2.779  1.910  -0.36
H  -3.103  0.903  0.128  -0.57
H  -4.826  0.864  0.389  0.35
H  -3.211  3.103  1.188  0.07
C  5.277  0.108  -0.442  -0.71
C  4.505  -0.990  -0.974  0.68
N  3.845  -1.816  -1.414  -0.36
H  5.800  -0.196  0.467  0.30
H  4.546  0.832  -0.071  0.07
H  5.993  0.579  -1.109  0.38
C  0.285  -2.397  -6.679  -0.82
C  0.713  -2.693  -5.311  0.62
N  0.999  -2.904  -4.223  -0.35
H  0.013  -3.356  -7.124  0.31
H  1.109  -1.909  -7.190  0.30
H  -0.630  -1.808  -6.638  0.31
C  -4.619  4.584  -2.200  -0.97
C  -3.432  4.038  -1.526  0.45
N  -2.491  3.629  -1.008  -0.37
H  -5.081  3.832  -2.840  0.29
H  -4.402  5.450  -2.813  0.33
H  -5.315  4.721  -1.369  0.28
C  -1.617  -3.542  1.625  -0.40
C  -0.667  -4.614  1.445  0.39
N  0.106  -5.438  1.238  -0.46
H  -1.371  -2.686  1.006  -0.16
H  -1.772  -3.292  2.677  0.29
H  -2.642  -3.844  1.383  0.38
C  1.254  -6.949  -1.444  -0.89
C  1.561  -5.560  -1.689  0.52
N  1.771  -4.446  -1.825  -0.36
H  1.365  -7.533  -2.357  0.36
H  0.272  -7.019  -0.982  0.29
H  2.009  -7.351  -0.766  0.29

No. 6
C24H24As2CsF6N6O7S2 as an isolated structure, computed with ωB97M-V with the def2-TZVPD basis set.

Spin multiplicity = 2
Kohn-Sham gap (alpha / beta) = 7.219 / 7.218 eV
E_HOMO (alpha / beta) = -0.1199 / -0.1431 hartree
LUMO level (alpha / beta) = 4.0 / 3.3 eV
Energy relative to the best compared isomer or geometry (same formula, charge and spin) = 35.16 kJ/mol
Net charge = -2

Last column: Mulliken charge in e.
Geometry (Å):
Cs  1.313  1.043  1.519  1.07
N  -2.533  -1.766  3.088  0.13
C  -1.819  -1.561  1.961  -0.67
N  -2.294  -1.255  0.802  -0.07
C  -3.675  -1.054  0.696  0.22
N  -4.238  -0.612  -0.365  -0.52
N  -3.435  -0.383  -1.461  -0.48
C  -2.943  0.781  -1.551  -0.52
C  -2.055  1.165  -2.669  0.70
C  -1.003  2.032  -2.397  -0.26
C  -0.076  2.300  -3.389  -0.14
C  -0.268  1.722  -4.632  -0.39
C  -1.373  0.903  -4.819  -0.32
N  -2.255  0.611  -3.869  -0.61
C  -4.531  -1.347  1.866  0.72
C  -5.922  -1.282  1.819  -0.40
C  -6.675  -1.503  2.956  -0.63
C  -6.039  -1.785  4.166  -0.48
C  -4.664  -1.864  4.232  -0.60
C  -3.912  -1.656  3.075  0.04
H  -2.030  -1.773  3.964  0.22
H  -0.749  -1.713  2.077  0.57
H  -3.095  1.516  -0.756  0.38
H  -0.861  2.448  -1.407  0.42
H  0.791  2.901  -3.159  0.31
H  0.440  1.875  -5.435  0.37
H  -1.550  0.441  -5.786  0.40
H  -6.386  -1.041  0.872  0.46
H  -7.755  -1.446  2.911  0.38
H  -6.625  -1.939  5.063  0.37
H  -4.154  -2.060  5.166  0.39
O  2.621  5.054  -0.628  -0.82
S  2.724  3.629  -0.372  1.20
O  1.575  2.863  -0.840  -0.48
O  3.083  3.300  1.008  -0.76
C  4.199  3.130  -1.314  0.10
C  5.151  4.147  -1.383  -0.81
C  6.385  3.954  -1.978  -0.59
C  6.692  2.719  -2.525  -0.54
C  5.757  1.700  -2.469  -0.49
C  4.511  1.882  -1.870  -0.27
S  3.429  0.435  -1.963  1.60
O  2.389  0.797  -2.908  -0.65
O  2.958  0.195  -0.596  -0.65
O  4.291  -0.642  -2.436  -0.79
H  4.892  5.105  -0.957  0.46
H  7.101  4.766  -2.010  0.35
H  7.653  2.544  -2.994  0.36
H  5.970  0.727  -2.886  0.49
O  2.729  -1.662  2.879  -0.63
C  2.004  -2.297  2.188  0.72
N  1.251  -2.945  1.511  -0.84
F  -1.255  0.998  3.562  -0.48
As  -0.808  0.632  5.218  2.00
F  -0.259  -0.944  4.674  -0.51
F  0.769  1.289  4.926  -0.49
F  -0.369  0.223  6.842  -0.51
F  -1.397  2.176  5.717  -0.51
F  -2.388  -0.075  5.477  -0.47
C  0.070  -1.411  -2.162  -0.24
As  0.785  -2.435  -0.646  0.99
C  -0.449  -3.924  -0.651  -1.08
C  2.411  -3.217  -1.326  -1.06
H  0.157  -2.050  -3.045  0.41
H  0.642  -0.497  -2.310  -0.18
H  -0.977  -1.211  -1.944  0.06
H  -0.531  -4.311  -1.668  0.40
H  -1.424  -3.566  -0.323  0.23
H  -0.081  -4.689  0.028  0.39
H  2.198  -3.661  -2.300  0.35
H  2.740  -3.980  -0.623  0.39
H  3.170  -2.445  -1.444  0.30

Number 2 is which compound?
C52H57N7O7PRb

Look up the spin multiplicity of the second one.
1

Among the records above, which one has the highest spin multiplicity?
C24H24As2CsF6N6O7S2